# 1
The following is a quantum chemistry calculation of a molecular structure, C19H38InN6O3P2Te, from the OMol25 dataset.

Summary:
total charge: +3
energy relative to the best compared isomer or geometry (same formula, charge and spin): 22.0 kcal per mole
frontier orbital gap: 6.85 eV
spin multiplicity: 1

Cartesian coordinates (Å):
In 0.848 0.230 -3.741
C 2.468 0.607 3.408
N 1.236 0.844 2.624
C 0.150 1.454 3.410
P 1.364 0.935 1.026
O -0.088 0.973 0.415
O 2.081 -0.357 0.503
P 2.204 -1.463 -0.719
O 1.190 -1.149 -1.779
N 3.740 -1.258 -1.183
C 4.860 -0.891 -0.304
C 4.169 -2.006 -2.384
N 1.916 -2.909 -0.059
C 2.881 -3.530 0.859
C 0.544 -3.392 0.116
N 2.259 2.176 0.544
C 2.241 3.458 1.274
C 2.785 2.289 -0.822
H 2.750 1.515 3.942
H 3.291 0.315 2.758
H 2.287 -0.191 4.126
H -0.105 0.788 4.234
H -0.736 1.625 2.805
H 0.474 2.408 3.829
H 4.507 -0.368 0.580
H 5.532 -0.233 -0.855
H 5.425 -1.773 0.003
H 3.319 -2.211 -3.032
H 4.633 -2.954 -2.108
H 4.893 -1.403 -2.929
H 3.896 -3.232 0.610
H 2.815 -4.612 0.752
H 2.669 -3.263 1.897
H -0.099 -2.984 -0.661
H 0.159 -3.139 1.110
H 0.537 -4.476 0.016
H 1.798 3.340 2.259
H 1.673 4.202 0.716
H 3.266 3.806 1.394
H 2.817 1.315 -1.309
H 3.801 2.679 -0.776
H 2.175 2.978 -1.410
C -1.970 -0.961 1.930
Te -1.591 -0.243 -0.019
C -2.982 1.282 0.392
C -3.496 1.028 1.790
C -4.470 1.863 2.333
C -4.938 1.628 3.614
C -4.446 0.559 4.356
C -3.483 -0.278 3.819
C -3.004 -0.040 2.533
H -0.997 -0.967 2.430
H -2.301 -1.999 1.841
H -3.740 1.257 -0.392
H -2.404 2.205 0.292
H -4.863 2.691 1.756
H -5.697 2.274 4.034
H -4.823 0.374 5.352
H -3.115 -1.118 4.394
C -4.000 -1.258 -5.753
N -3.472 0.058 -5.355
C -3.911 1.239 -6.116
C -2.618 0.162 -4.391
N -1.845 0.257 -3.518
H -5.088 -1.229 -5.715
H -3.635 -2.019 -5.070
H -3.675 -1.487 -6.767
H -4.995 1.317 -6.057
H -3.608 1.130 -7.157
H -3.460 2.133 -5.697

***

# 2
The following is a quantum chemistry calculation of a molecular structure, C3H3HgMgO4, from the OMol25 dataset.

Summary:
total charge: +2
frontier orbital gap (spin up / spin down): 4.56 / 7.08 eV
spin multiplicity: 2

Cartesian coordinates (Å):
C 0.626 -1.480 -0.561
C -0.272 -0.356 -0.992
O -0.874 0.368 0.073
C -0.151 1.340 0.786
O 0.969 1.188 1.239
O -0.851 2.370 0.889
O 1.001 -1.663 0.576
H 0.816 -2.230 -1.354
H -1.085 -0.771 -1.601
H 0.321 0.299 -1.652
Mg -2.667 1.400 0.537
Hg 2.168 -0.465 2.060

***

Looking at max |F| for the records above, in order, we have 0.56 2.61 eV/A.
Looking at total energy for the records above, in order, we have -2441.11880 -769.90096 Ha.